77
Properties=species:S:1:pos:R:3:mulliken_spin:R:1 method="wB97M-V/def2-TZVPD" max_force_ha_per_bohr=0.01100 e_tot_ha=-3077.66408 total_charge=+1 gap_ev="8.77 / 8.75" homo_ha="-0.446 / -0.450" spin_multiplicity=6
Mn 0.180 0.423 0.085 4.7545
C -1.967 7.191 0.593 0.0009
C -1.821 6.328 1.858 -0.0015
C -3.173 6.265 2.568 0.0004
C -0.789 6.965 2.800 0.0011
C -1.327 4.947 1.448 -0.0064
C -0.079 4.792 0.846 -0.0016
C 0.333 3.543 0.450 -0.0091
N -0.406 2.441 0.623 0.0926
C -1.594 2.561 1.228 0.0175
C -2.078 3.791 1.633 -0.0146
C -2.355 1.289 1.462 -0.0184
C -3.518 1.242 2.196 -0.0128
C -4.177 0.032 2.414 -0.0048
C -3.604 -1.103 1.856 0.0009
C -2.432 -0.985 1.132 0.0007
N -1.818 0.181 0.931 0.0668
C -5.468 0.010 3.224 0.0015
C -6.525 0.835 2.473 0.0006
C -5.208 0.638 4.602 0.0009
C -5.992 -1.412 3.420 0.0000
H -2.268 8.203 0.875 0.0000
H -2.728 6.784 -0.077 0.0000
H -1.028 7.263 0.040 0.0000
H -3.469 7.273 2.862 0.0001
H -3.129 5.658 3.478 -0.0001
H -3.959 5.871 1.919 -0.0002
H -1.155 7.935 3.138 0.0000
H 0.171 7.128 2.306 0.0001
H -0.617 6.341 3.681 0.0000
H 0.577 5.637 0.684 -0.0014
H 1.294 3.409 -0.030 -0.0100
H -3.047 3.853 2.100 -0.0038
H -3.922 2.149 2.621 -0.0027
H -4.043 -2.081 1.985 -0.0007
H -1.961 -1.861 0.704 -0.0009
H -6.224 1.880 2.367 0.0000
H -7.466 0.813 3.025 0.0000
H -6.707 0.429 1.475 0.0002
H -4.907 1.685 4.528 0.0002
H -4.429 0.096 5.144 0.0003
H -6.123 0.600 5.196 -0.0001
H -6.262 -1.883 2.471 0.0000
H -6.892 -1.377 4.035 0.0000
H -5.267 -2.048 3.933 0.0000
N -0.361 -0.301 -1.914 0.0538
C 0.466 0.340 -2.940 -0.1180
C 1.504 1.180 -2.578 0.0802
C 2.322 1.752 -3.544 0.0273
C 2.094 1.478 -4.884 0.0015
C 1.049 0.639 -5.249 0.0009
C 0.238 0.070 -4.280 -0.0059
H -0.241 -1.309 -2.013 0.0002
H -1.342 -0.111 -2.096 0.0036
H 1.721 1.399 -1.540 0.0077
H 3.137 2.401 -3.249 0.0011
H 2.733 1.912 -5.643 0.0005
H 0.871 0.415 -6.293 0.0000
H -0.570 -0.594 -4.567 0.0012
O 3.042 -1.034 2.672 0.0181
C 2.542 -1.007 1.577 0.0111
O 1.431 -0.388 1.253 0.0421
C 3.166 -1.745 0.420 -0.0125
C 2.398 -2.081 -0.679 0.0526
C 2.968 -2.752 -1.736 0.0067
C 4.298 -3.101 -1.760 -0.0001
C 5.038 -2.755 -0.647 -0.0006
C 4.508 -2.101 0.448 -0.0010
N 6.483 -3.106 -0.639 0.0000
O 6.921 -3.683 -1.610 0.0001
O 7.119 -2.802 0.345 0.0000
N 2.104 -3.102 -2.891 -0.0006
O 0.920 -2.809 -2.818 0.0002
O 2.610 -3.691 -3.813 0.0000
H 1.350 -1.846 -0.719 -0.0202
H 4.743 -3.617 -2.596 0.0000
H 5.118 -1.872 1.310 -0.0001